ORCA calculation (ωB97M-V/def2-TZVPD) on 2 unconnected molecules or ions with the total composition C4H12N2O3.

Results
**Molecular weight**: 136.2 g mol⁻¹
**E**: -494.74254 Ha
**Max |F|**: 2.838 eV/A
**Highest occupied orbital energy**: -9.5 eV

ORCA input file:
```
! wB97M-V def2-TZVPD RIJCOSX def2/J DEFGRID3
* xyz 0 1
C -0.852 1.243 -1.781
C -0.819 1.502 -0.298
O -1.784 1.727 0.392
O 0.438 2.080 0.042
H -0.659 2.179 -2.303
H -1.831 0.869 -2.066
H -0.081 0.522 -2.042
H 0.366 2.462 0.929
C -1.406 -1.425 0.001
N -0.344 -0.529 0.436
N 0.983 -1.233 0.387
C 2.085 -0.317 0.388
O 1.103 -2.129 1.466
H -2.353 -0.891 0.062
H -1.201 -1.720 -1.026
H -1.464 -2.324 0.620
H -0.528 -0.230 1.399
H 2.972 -0.851 0.068
H 1.849 0.517 -0.313
H 2.240 0.182 1.353
H 1.286 -1.634 2.288
*
```

natural (NBO) population analysis, charges in e, atoms 1 to 4: C -0.72; C 0.84; O -0.65; O -0.75

ORCA calculation (ωB97M-V/def2-TZVPD) on a molecular structure, C3H4NO2S.

Results
**Molecular weight**: 118.1 g mol⁻¹
**E**: -719.68085 Ha
**Max |F|**: 3.712 eV/A
**Highest occupied orbital energy**: -14.5 eV

ORCA input file:
```
! wB97M-V def2-TZVPD RIJCOSX def2/J DEFGRID3
* xyz 1 1
C -3.987 -0.469 0.354
C 2.239 -0.557 0.532
C 3.197 -0.506 -0.127
N -2.897 -0.167 0.297
O -0.468 1.248 -0.544
O -0.454 -1.215 -0.882
S -0.661 -0.186 0.020
H -5.000 -0.602 0.659
H 1.552 -1.083 1.075
H -0.520 1.544 -1.449
H 3.958 -0.129 -0.639
*
```

natural (NBO) population analysis, charges in e, atoms 1 to 4: C 0.31; C -0.33; C -0.09; N -0.44

ORCA calculation (ωB97M-V/def2-TZVPD) on a single C2H7NO2Si molecule.

Results
**Molecular weight**: 105.2 g mol⁻¹
**E**: -575.16564 Ha
**Max |F|**: 4.083 eV/A
**Highest occupied orbital energy**: -9.5 eV

ORCA input file:
```
! wB97M-V def2-TZVPD RIJCOSX def2/J DEFGRID3
* xyz 0 1
C -0.727 -1.273 1.670
C -0.015 -0.758 0.478
O 0.360 -1.427 -0.485
O 0.263 0.544 0.621
Si 0.336 1.555 -0.732
N 0.045 0.419 -1.938
H -0.014 -1.487 2.542
H -1.563 -0.705 2.015
H -1.155 -2.295 1.255
H 1.598 2.278 -0.889
H -0.926 2.220 -0.489
H 0.357 0.729 -2.787
H 0.284 -0.544 -1.754
*
```

natural (NBO) population analysis, charges in e, atoms 1 to 4: C -0.72; C 0.82; O -0.61; O -0.84

What did the first record say?
ORCA calculation (ωB97M-V/def2-TZVPD) on 2 unconnected molecules or ions with the total composition C4H12N2O3.

Results
**Molecular weight**: 136.2 g mol⁻¹
**E**: -494.74254 Ha
**Max |F|**: 2.838 eV/A
**Highest occupied orbital energy**: -9.5 eV

ORCA input file:
```
! wB97M-V def2-TZVPD RIJCOSX def2/J DEFGRID3
* xyz 0 1
C -0.852 1.243 -1.781
C -0.819 1.502 -0.298
O -1.784 1.727 0.392
O 0.438 2.080 0.042
H -0.659 2.179 -2.303
H -1.831 0.869 -2.066
H -0.081 0.522 -2.042
H 0.366 2.462 0.929
C -1.406 -1.425 0.001
N -0.344 -0.529 0.436
N 0.983 -1.233 0.387
C 2.085 -0.317 0.388
O 1.103 -2.129 1.466
H -2.353 -0.891 0.062
H -1.201 -1.720 -1.026
H -1.464 -2.324 0.620
H -0.528 -0.230 1.399
H 2.972 -0.851 0.068
H 1.849 0.517 -0.313
H 2.240 0.182 1.353
H 1.286 -1.634 2.288
*
```

natural (NBO) population analysis, charges in e, atoms 1 to 4: C -0.72; C 0.84; O -0.65; O -0.75